C32H39AsBrN3O7PtSe as an isolated structure. Source: the Open Molecules 2025 dataset; level of theory: ωB97M-V/def2-TZVPD.

Last column: Mulliken charge in e.
Element x y z (Å)
Pt 0.22457 -0.74465 -0.37401  2.501
O 0.97879 -0.20713 3.68977  -0.794
C 0.86315 -0.82011 2.63862  -0.104
O 0.55687 -0.20514 1.54084  -1.244
C 1.11148 -2.32103 2.67410  0.692
C 1.31571 -2.88719 3.93204  -0.926
C 1.56508 -4.24458 4.07413  -0.666
C 1.61355 -5.06693 2.95936  -0.606
C 1.41547 -4.48647 1.72067  -0.831
C 1.17130 -3.13861 1.55222  0.283
N 1.46458 -5.34129 0.51727  1.103
O 1.61417 -6.53618 0.68056  -0.660
O 1.35423 -4.80013 -0.56401  -0.606
H 1.27750 -2.23312 4.79197  0.544
H 1.71752 -4.66751 5.05811  0.415
H 1.79561 -6.12854 3.03465  0.534
H 1.03721 -2.71244 0.56590  0.773
C 4.71675 3.93450 0.43704  -0.921
C 3.28766 4.45830 0.31426  -0.571
C 2.27420 3.43504 -0.20043  -0.825
C 1.74471 2.44087 0.82256  -0.465
N 2.74424 1.47931 1.30419  1.921
C 3.09592 0.35774 0.66655  -2.357
Se 2.46779 -0.15772 -1.03355  -0.214
N 3.93578 -0.34624 1.44728  2.295
C 4.54437 -1.63799 1.13800  -1.219
C 6.04918 -1.56552 0.90471  -0.764
C 6.48107 -0.94995 -0.42692  -0.657
C 6.32945 0.56647 -0.51548  -0.732
C 4.10520 0.33338 2.64577  0.575
C 4.81660 0.01032 3.79384  -1.267
C 4.73572 0.90236 4.84532  -0.848
C 3.97477 2.07529 4.75285  -0.893
C 3.26304 2.38934 3.61189  -0.796
C 3.33758 1.48852 2.55824  0.304
H 5.40584 4.73893 0.69848  0.447
H 5.04971 3.50720 -0.51169  0.272
H 4.81701 3.16233 1.20000  0.084
H 3.29270 5.30738 -0.37352  0.427
H 2.94980 4.85704 1.27746  0.252
H 2.69179 2.88436 -1.04749  0.225
H 1.39116 3.94984 -0.58678  0.464
H 0.91101 1.87299 0.40567  -0.370
H 1.37975 2.95796 1.71081  0.680
H 4.03350 -2.01612 0.25242  0.530
H 4.30907 -2.30607 1.96922  0.470
H 6.41649 -2.59359 0.95739  0.448
H 6.52769 -1.02590 1.72808  0.306
H 5.92684 -1.42742 -1.24034  0.273
H 7.53234 -1.20350 -0.58326  0.384
H 5.28725 0.88018 -0.56733  -0.011
H 6.82051 0.95027 -1.41050  0.498
H 6.78290 1.05807 0.34925  0.276
H 5.39296 -0.90139 3.86945  0.501
H 5.26686 0.68972 5.76323  0.443
H 3.93687 2.74558 5.60085  0.431
H 2.66465 3.28736 3.55233  0.438
Br -4.30822 -6.82569 -4.20343  -0.189
C -3.40960 -5.38070 -3.37630  0.157
C -3.87383 -4.90555 -2.15912  -0.666
C -3.20981 -3.85195 -1.55497  -0.295
C -2.10378 -3.27928 -2.17285  -0.024
C -1.64958 -3.76774 -3.39213  -0.263
C -2.30229 -4.82717 -3.99962  -0.602
C -1.38564 -2.17112 -1.51258  1.174
O -1.59705 -1.87900 -0.29384  -0.771
O -0.50484 -1.49911 -2.14255  -0.746
H -4.73703 -5.35821 -1.69238  0.430
H -3.53800 -3.47093 -0.59711  0.456
H -0.77938 -3.31875 -3.85070  0.466
H -1.95402 -5.22387 -4.94252  0.433
C -3.62171 0.66423 -1.31997  -1.065
As -2.44149 1.80217 -0.30220  0.795
C -3.23600 3.55877 -0.31449  -1.173
C -2.51043 1.19581 1.52130  -0.931
O -0.91634 1.82201 -0.91983  -0.674
H -4.62964 1.07571 -1.34992  0.465
H -3.63565 -0.32744 -0.87135  0.200
H -3.21287 0.60143 -2.32707  0.338
H -4.23945 3.54382 0.10914  0.389
H -3.27317 3.91038 -1.34411  0.374
H -2.59764 4.22298 0.26531  0.333
H -3.54314 1.09186 1.85358  0.515
H -1.98600 1.91395 2.14951  0.360
H -1.99395 0.23980 1.58042  0.073

Kohn-Sham gap	0.28328	Ha
E_LUMO	-0.162	eV
strongest force on any atom	0.53	eV Å⁻¹
ΔE to the lowest compared entry with this formula, charge and spin	7.7	kcal/mol



C6H9IrMgO5 as an isolated structure. Source: the Open Molecules 2025 dataset; level of theory: ωB97M-V/def2-TZVPD.

Last column: Mulliken charge in e.
Element x y z (Å)
O 2.46469 1.33673 0.26764  -0.386
C 2.88519 0.08610 -0.02384  0.242
C 2.37797 -0.51538 -1.15936  -0.294
O 1.22233 0.00050 -1.69861  -0.747
Mg 0.66499 1.49856 -0.45227  1.014
H 3.89449 -0.19597 0.30746  0.398
H 3.02136 -1.06184 -1.85604  0.400
O -1.15797 -1.65732 -0.73236  -0.672
C -0.34338 -1.76320 0.37191  -0.140
C -0.50362 -0.71999 1.44732  -0.423
O -0.68035 0.60308 0.92167  -0.454
C -2.02466 1.03221 0.62734  -0.163
C -1.93854 1.91948 -0.56518  -0.513
O -1.10851 1.50839 -1.53849  -0.786
Ir -0.61804 -0.36987 -1.98657  1.393
H -0.40856 -2.75201 0.86692  0.421
H -1.36338 -0.93172 2.09523  0.444
H -2.46081 1.54426 1.49757  0.329
H -2.61420 0.12113 0.41926  0.380
H -2.74060 2.62557 -0.80052  0.407
H 0.59540 -0.66345 1.96096  0.196
H 0.83619 -1.64528 0.02996  -0.048

charge	+1
<S²>	8.769
Kohn-Sham gap (spin up / spin down)	0.27035 / 0.22444	Ha
multiplicity	6
E_LUMO (spin up / spin down)	-3.744 / -6.490	eV
strongest force on any atom	7.12	eV Å⁻¹



C35H42CoN5O4Sb as an isolated structure. Source: the Open Molecules 2025 dataset; level of theory: ωB97M-V/def2-TZVPD.

Last column: Mulliken charge in e.
Element x y z (Å)
Co -0.05444 -0.51185 1.62319  1.912
C -2.04454 0.64385 4.23139  -0.891
C -2.63954 0.80215 2.83049  -0.500
N -2.18794 -0.20015 1.87129  0.115
C -2.90054 -1.47095 1.94779  -0.861
C -2.08964 -2.56355 1.24749  -0.497
N -0.75734 -2.60255 1.83719  0.008
C 0.15066 -3.58215 1.25149  -0.092
C 1.46266 -3.64025 2.03849  -1.101
C 2.47716 -2.56155 1.64159  -0.537
N 1.99616 -1.18905 1.77859  0.302
C 2.49186 -0.39325 2.90399  -0.644
C 1.59676 -0.47855 4.15039  -1.002
N 0.16686 -0.38585 3.82259  -0.128
C -0.52434 0.81195 4.30689  -0.899
H -2.50714 1.40485 4.86429  0.535
H -2.31184 -0.33145 4.64879  0.251
H -3.73444 0.78845 2.92129  0.462
H -2.34294 1.77875 2.45249  0.116
H -2.29614 0.19255 0.93679  -0.286
H -3.01894 -1.73895 3.00139  0.369
H -3.90244 -1.41905 1.49899  0.446
H -2.60984 -3.53295 1.32419  0.505
H -1.97624 -2.30905 0.18959  0.015
H -0.86494 -2.84415 2.82059  0.294
H -0.30674 -4.58435 1.25059  0.551
H 0.34256 -3.30165 0.21149  -0.338
H 1.24706 -3.55955 3.10399  0.313
H 1.93496 -4.61065 1.86939  0.546
H 3.38646 -2.71255 2.23889  0.386
H 2.73856 -2.74215 0.59559  0.219
H 2.25316 -0.67385 0.94199  -0.567
H 3.51366 -0.68525 3.18299  0.630
H 2.49426 0.64425 2.56929  0.243
H 1.78376 -1.43115 4.65339  0.383
H 1.88266 0.33125 4.83109  0.425
H -0.29834 -1.18035 4.25189  0.235
H -0.25424 1.00735 5.35669  0.537
H -0.20874 1.66865 3.71009  0.212
O -2.62184 6.72655 -1.40831  -0.687
C -2.48334 6.34545 -0.26081  0.074
O -2.60494 6.80605 0.85899  -0.679
C -2.05904 4.80075 -0.20721  0.116
C -2.91384 3.84455 -0.73121  -1.106
C -2.52344 2.51685 -0.65431  -0.426
N -1.39354 2.12415 -0.08781  0.915
C -0.59774 3.04585 0.43459  0.863
C -0.87954 4.40845 0.38829  -0.901
C 0.66006 2.56335 1.17069  -0.728
O 1.41996 3.39335 1.64089  -0.774
O 0.79586 1.31085 1.22379  0.614
H -3.84534 4.12075 -1.19951  0.442
H -3.14914 1.73155 -1.06031  0.248
H -0.18234 5.09845 0.83609  0.626
C -1.57444 0.42295 -5.75041  -0.580
C -2.48464 0.38605 -4.71051  -0.752
C -2.04494 0.19355 -3.41021  -0.307
C -0.69594 0.06725 -3.13641  0.514
C 0.20756 0.07565 -4.18691  -0.346
C -0.22634 0.24475 -5.48761  -0.803
Sb 0.12196 -0.28095 -1.15491  0.447
C 0.82866 -2.16715 -2.04301  0.570
C -0.21944 -2.94655 -2.51661  -0.250
C 0.01236 -4.13125 -3.18601  -0.865
C 1.31296 -4.55985 -3.39071  -0.625
C 2.36666 -3.80115 -2.91401  -0.772
C 2.12606 -2.61345 -2.23821  -0.156
C 1.74616 1.08245 -1.51441  1.414
C 3.05226 0.89275 -1.09421  -0.407
C 3.98936 1.90385 -1.23271  -0.820
C 3.62496 3.12405 -1.77311  -0.733
C 2.31776 3.32425 -2.18361  -0.735
C 1.38946 2.30835 -2.05571  -0.342
H -1.91434 0.57365 -6.76471  0.388
H -3.53954 0.50025 -4.91491  0.434
H -2.76994 0.13455 -2.60851  0.296
H 1.26246 -0.05925 -3.98241  0.317
H 0.48856 0.23145 -6.29741  0.437
H -1.23604 -2.59235 -2.39171  0.281
H -0.81994 -4.70125 -3.57261  0.453
H 1.50246 -5.47565 -3.93191  0.390
H 3.38096 -4.13335 -3.09051  0.451
H 2.96686 -2.02765 -1.88661  0.303
H 3.35946 -0.05385 -0.66191  -0.046
H 5.00906 1.74645 -0.90931  0.432
H 4.35536 3.91395 -1.87251  0.389
H 2.02196 4.27655 -2.59701  0.484
H 0.37226 2.46645 -2.39091  0.272

<S²>	0.760
Kohn-Sham gap (spin up / spin down)	0.20681 / 0.21227	Ha
multiplicity	2
E_LUMO (spin up / spin down)	-0.894 / -0.745	eV
strongest force on any atom	3.23	eV Å⁻¹
ΔE to the lowest compared entry with this formula, charge and spin	29.3	kcal/mol



A 4-piece molecular cluster, C4H14O3 overall. Source: the Open Molecules 2025 dataset; level of theory: ωB97M-V/def2-TZVPD.

Last column: Mulliken charge in e.
Element x y z (Å)
C 2.38128 0.67345 -0.09387  -1.104
C 2.04519 -0.78435 0.42501  0.748
C 2.11302 -1.09087 1.75370  -0.753
C 1.82629 -1.89814 -0.52072  -1.488
H 1.72521 1.46438 0.21696  0.305
H 2.51659 0.89004 -1.25765  0.236
H 3.41442 0.76699 0.21120  0.356
H 2.28510 -2.17983 1.99060  0.276
H 1.55260 -0.42921 2.41336  0.301
H 2.71751 -2.42459 -0.53411  0.433
H 1.58848 -1.82662 -1.57565  0.345
H 1.12544 -2.69304 -0.20235  0.345
H -2.38175 0.08960 0.81822  0.306
H -2.89081 -0.67587 2.07834  0.332
O -2.74392 0.22953 1.67013  -0.635
H -1.20070 1.28585 -1.23701  0.322
H -1.31517 0.14293 -2.56596  0.300
O -0.79193 0.52513 -1.82803  -0.620
H -5.25803 2.90752 -1.08235  0.318
H -4.17542 2.04960 -0.21625  0.323
O -4.53338 2.97751 -0.46356  -0.646

Kohn-Sham gap	0.31637	Ha
E_LUMO	0.200	eV
strongest force on any atom	3.75	eV Å⁻¹
structure (SMILES)	C=C(C)C.O.O.O
ΔE to the lowest compared entry with this formula, charge and spin	77.0	kcal/mol



Number 1: E -9264.25618 Ha. Number 2: E -914.17824 Ha. Number 3: E -3556.62985 Ha. Number 4: E -386.40401 Ha.